Entry from the Open Molecules 2025 dataset: CH3FIP as an isolated structure in a non-equilibrium geometry (ωB97M-V/def2-TZVPD).

Results
E_HOMO (eV): -9.711
Kohn-Sham gap (eV): 9.89
DFT total energy (hartree): -778.77713
Total charge: 0
2S+1: 1
Relative energy (zero: lowest compared OMol25 entry of this formula, charge and spin) (kJ/mol): 98.7

Cartesian coordinates (Å):
1 C -0.30 -0.29 0.45
2 F 2.07 0.62 -0.22
3 P 0.54 1.13 -0.33
4 I -2.24 -0.38 -0.36
5 H 0.23 -1.60 0.52
6 H -0.56 -0.15 1.52
7 H 0.27 0.66 -1.59

Entry from the Open Molecules 2025 dataset: a 2-piece molecular cluster, CH3FN2O overall in a non-equilibrium geometry (ωB97M-V/def2-TZVPD).

Results
E_HOMO (alpha / beta) (eV): -6.296 / -10.663
Kohn-Sham gap (alpha / beta) (eV): 6.88 / 8.09
DFT total energy (hartree): -324.25978
Total charge: 0
2S+1: 3
Relative energy (zero: lowest compared OMol25 entry of this formula, charge and spin) (kJ/mol): 217.5

Cartesian coordinates (Å):
1 C 0.51 0.57 -0.13
2 N -1.39 0.06 0.18
3 N 0.89 -0.54 0.28
4 O 0.77 1.68 -0.44
5 F 2.27 -0.96 0.04
6 H -1.84 0.91 0.49
7 H -1.71 -0.25 -0.72
8 H 0.50 -1.46 0.29